(1)
{
  "formula": "C3H5NO2",
  "method": "the ωB97M-V functional and the def2-TZVPD basis",
  "species": ["C", "O", "C", "N", "C", "O", "H", "H", "H", "H", "H"],
  "positions_angstrom": [[-0.3000, -0.3096, -1.7397], [-0.6378, -0.7565, -0.4040], [0.0084, -0.0777, 0.5651], [-0.1133, -0.4059, 1.9169], [0.6905, 1.0688, 0.3503], [1.5870, 1.7481, 0.7549], [0.7682, -0.4047, -2.0010], [-0.8909, -0.9742, -2.3578], [-0.5838, 0.7403, -1.9384], [0.3569, 0.2679, 2.5099], [-0.8851, -0.8964, 2.3439]],
  "forces_ev_per_a": [[-0.1631, -0.2627, 0.1598], [0.3333, 0.1014, -0.2954], [0.4205, 0.4502, -0.3340], [0.2334, -0.2570, -0.0781], [-0.0022, 0.5819, 1.4047], [-0.0371, -0.0698, -0.9740], [-0.3000, -0.2172, 0.4610], [0.0763, 0.0709, -0.3038], [-0.1101, -0.3215, 0.4956], [-0.1685, -0.4718, -0.0212], [-0.2825, 0.3954, -0.5145]],
  "mulliken_charge": [-0.74, -0.37, 0.53, -0.46, 0.19, -0.45, 0.32, 0.24, 0.34, 0.20, 0.22],
  "e_tot_ev": -8774.1396,
  "gap_ev": 7.46,
  "smiles": "COC(N)=C=O"
}

=====

(2)
{
  "formula": "C14H11Cl2N2OsS6Se",
  "method": "the ωB97M-V functional and the def2-TZVPD basis",
  "species": ["Os", "S", "C", "S", "C", "C", "S", "S", "S", "Cl", "C", "C", "C", "C", "C", "Cl", "C", "S", "H", "H", "H", "C", "N", "C", "C", "N", "C", "C", "Se", "H", "H", "H", "H", "H", "H", "H", "H"],
  "positions_angstrom": [[0.4838, -0.7251, -0.6232], [5.4669, -0.3692, 4.6069], [4.3515, -0.4055, 3.4210], [4.6992, 0.0158, 1.7678], [3.0938, -0.2246, 1.1607], [2.1488, -0.6591, 2.0812], [0.5038, -0.9614, 1.6892], [2.7041, -0.8925, 3.7020], [2.7315, 0.1094, -0.4764], [0.5104, -0.7807, -2.9257], [-0.6958, -1.9295, -3.4368], [-0.8685, -2.1583, -4.7871], [-1.7723, -3.1306, -5.1787], [-2.4671, -3.8647, -4.2313], [-2.3006, -3.5981, -2.8824], [-3.1775, -4.5052, -1.7140], [-1.4171, -2.5957, -2.4527], [-1.2874, -2.1976, -0.7529], [-0.3075, -1.5920, -5.5188], [-1.9265, -3.3209, -6.2313], [-3.1413, -4.6515, -4.5399], [-2.3906, 0.9143, 2.1826], [-1.2389, 1.7979, 2.1553], [-0.6368, 2.3908, 3.2387], [0.3801, 3.1480, 2.7658], [0.3872, 3.0098, 1.3972], [1.2693, 3.6905, 0.4659], [-0.5971, 2.1655, 1.0327], [-1.0301, 1.6391, -0.7025], [-2.6788, 0.7374, 3.2151], [-2.1423, -0.0350, 1.7106], [-3.2201, 1.3676, 1.6441], [-0.9832, 2.2329, 4.2446], [1.0765, 3.7863, 3.2801], [1.9704, 4.3056, 1.0238], [0.6851, 4.3206, -0.2020], [1.8170, 2.9655, -0.1296]],
  "forces_ev_per_a": [[-0.6591, 0.2814, 0.9628], [-0.2695, -0.0002, -0.3017], [0.4973, -0.0285, 0.4630], [-0.5287, -0.0683, -0.0494], [0.5906, 0.3203, -0.4024], [-0.2459, -0.1850, 0.7264], [0.0824, -0.2326, 0.0529], [-0.1280, 0.1154, -0.5656], [0.0920, -0.0232, 0.0604], [0.4258, 0.2895, -0.9435], [-0.7385, -0.6773, -0.0400], [0.2020, 0.1798, -0.0687], [0.0205, 0.0197, -0.0224], [-0.0355, -0.0502, 0.0384], [0.1929, 0.2328, -0.1197], [-0.1055, -0.0658, -0.0004], [0.0026, 0.1266, -0.1208], [0.4319, 0.0626, 0.2884], [0.0214, -0.0245, 0.0170], [0.0145, -0.0311, 0.0060], [-0.0420, 0.0238, 0.0515], [-0.1894, -0.1522, 0.0178], [0.1585, 0.0854, -0.1526], [0.0562, 0.0382, 0.1127], [-0.0228, 0.0651, 0.1063], [-0.1811, -0.2966, 0.0374], [0.1361, 0.1474, -0.1575], [-0.0295, 0.1785, -0.0252], [0.2418, -0.3134, -0.0376], [0.0557, 0.0466, 0.0218], [-0.0207, 0.0423, -0.0085], [0.0186, 0.0121, -0.0059], [-0.0038, 0.0038, -0.0173], [-0.0044, -0.0161, -0.0082], [-0.0472, -0.0258, 0.0639], [-0.0012, -0.0011, 0.0271], [0.0122, -0.0794, -0.0065]],
  "mulliken_spin": [2.22, 0.31, -0.09, 0.06, 0.16, 0.21, 0.18, 0.08, 0.21, 0.04, 0.05, 0.00, 0.02, -0.01, 0.02, 0.00, -0.02, 0.23, 0.00, 0.00, 0.00, 0.01, 0.02, 0.01, 0.01, 0.01, 0.00, 0.01, 0.28, 0.00, 0.00, 0.00, 0.00, 0.00, 0.00, 0.00, 0.00],
  "e_tot_ev": -175540.8316,
  "gap_ev": [6.87, 5.00],
  "multiplicity": 5,
  "total_charge": 1
}

=====

(3)
{
  "formula": "C23H28BF2N4O3PPd",
  "method": "the ωB97M-V functional and the def2-TZVPD basis",
  "species": ["Pd", "C", "C", "C", "C", "C", "C", "N", "C", "C", "C", "C", "C", "C", "N", "N", "C", "C", "C", "C", "C", "N", "H", "H", "H", "H", "H", "H", "H", "H", "H", "H", "H", "H", "H", "F", "B", "F", "C", "C", "O", "P", "O", "C", "C", "O", "C", "C", "H", "H", "H", "H", "H", "H", "H", "H", "H", "H", "H", "H", "H", "H", "H"],
  "positions_angstrom": [[-0.3419, 0.0321, -0.3574], [-0.1040, -4.8775, -3.1560], [0.7697, -4.8431, -2.0783], [0.6110, -3.8948, -1.0794], [-0.4302, -2.9753, -1.1451], [-1.3014, -3.0085, -2.2274], [-1.1391, -3.9549, -3.2265], [-0.5831, -1.9743, -0.1543], [-0.8105, -2.3079, 1.1165], [-1.0274, -3.6517, 1.5781], [-1.2585, -3.9067, 2.8933], [-1.3019, -2.8836, 3.8834], [-1.1317, -1.5936, 3.4984], [-0.8958, -1.2869, 2.1357], [-0.7279, -0.0354, 1.6606], [-0.7603, 1.0236, 2.3602], [-0.5270, 2.1561, 1.5573], [-0.5061, 3.3959, 2.1843], [-0.2675, 4.5291, 1.4305], [-0.0597, 4.4072, 0.0642], [-0.0983, 3.1434, -0.4963], [-0.3217, 2.0436, 0.2228], [0.0257, -5.6124, -3.9396], [1.5866, -5.5519, -2.0200], [1.2980, -3.8477, -0.2440], [-2.0974, -2.2752, -2.2789], [-1.8218, -3.9690, -4.0665], [-1.0198, -4.4601, 0.8622], [-1.4250, -4.9330, 3.1987], [-1.4816, -3.1387, 4.9181], [-1.1724, -0.7743, 4.2038], [-0.6775, 3.4351, 3.2501], [-0.2463, 5.5017, 1.9045], [0.1259, 5.2676, -0.5616], [0.0462, 2.9882, -1.5566], [0.8786, -0.7034, -2.9760], [0.0716, 0.1382, -2.3259], [-0.3934, 1.1350, -3.1068], [5.6890, 0.2505, -1.7261], [4.9878, 1.2360, -0.8146], [4.4097, 0.5748, 0.3153], [2.8238, 0.1381, 0.1998], [2.8980, -1.4135, -0.2140], [3.6503, -2.3791, 0.5419], [4.2862, -3.3560, -0.4200], [2.5614, -0.0629, 1.7983], [2.5478, 1.1059, 2.6265], [3.8022, 1.1753, 3.4696], [6.1844, 0.7763, -2.5441], [4.9702, -0.4498, -2.1535], [6.4396, -0.3138, -1.1714], [4.2085, 1.7745, -1.3656], [5.6858, 1.9742, -0.4180], [2.9587, -2.8775, 1.2246], [4.4066, -1.8712, 1.1424], [3.5341, -3.8024, -1.0707], [4.7902, -4.1507, 0.1329], [5.0222, -2.8528, -1.0472], [1.6552, 1.0382, 3.2505], [2.4501, 2.0054, 2.0049], [3.8916, 0.2785, 4.0834], [3.7628, 2.0435, 4.1305], [4.6840, 1.2512, 2.8350]],
  "forces_ev_per_a": [[-0.0346, 0.1531, -0.0353], [-0.0035, 0.0063, 0.0006], [-0.0027, 0.0016, -0.0036], [0.0117, -0.0030, 0.0026], [0.0107, 0.0159, 0.0098], [-0.0160, 0.0097, -0.0038], [0.0057, -0.0088, 0.0019], [0.0016, -0.0778, 0.0426], [-0.0076, -0.0492, 0.0256], [0.0068, 0.0248, -0.0304], [-0.0035, 0.0029, 0.0345], [-0.0011, -0.0217, -0.0128], [0.0008, 0.0157, -0.0049], [0.0008, 0.0154, -0.0027], [0.0001, -0.0917, 0.0243], [0.0099, 0.0568, -0.0936], [-0.0413, -0.0152, 0.0693], [0.0052, 0.0313, -0.0029], [-0.0036, -0.0034, 0.0186], [0.0004, -0.0195, -0.0026], [-0.0015, 0.0307, -0.0128], [0.0183, -0.0736, -0.0674], [-0.0007, 0.0000, 0.0006], [0.0005, 0.0006, 0.0013], [-0.0027, -0.0018, -0.0050], [0.0026, -0.0012, -0.0010], [0.0002, -0.0002, 0.0004], [0.0014, -0.0014, -0.0027], [0.0001, 0.0024, 0.0001], [-0.0015, -0.0033, -0.0013], [0.0019, 0.0026, -0.0030], [0.0022, 0.0005, -0.0002], [0.0008, -0.0011, 0.0001], [-0.0013, -0.0026, -0.0016], [-0.0007, 0.0058, 0.0074], [-0.0297, 0.0181, -0.0145], [0.0168, -0.0556, 0.0545], [0.0247, 0.0322, 0.0088], [-0.0153, 0.0043, -0.0049], [-0.0068, -0.0121, -0.0339], [-0.0137, 0.0366, 0.0296], [0.0503, -0.0083, -0.0175], [-0.0103, 0.0089, 0.0056], [0.0032, 0.0046, -0.0010], [0.0078, -0.0036, -0.0057], [-0.0381, 0.0005, -0.0019], [0.0177, -0.0115, -0.0060], [0.0044, 0.0005, 0.0037], [-0.0002, 0.0027, 0.0047], [0.0101, -0.0157, 0.0016], [-0.0025, -0.0006, -0.0021], [0.0029, 0.0067, 0.0124], [0.0157, -0.0135, 0.0069], [-0.0041, -0.0012, 0.0050], [-0.0029, 0.0003, 0.0000], [0.0027, 0.0049, 0.0067], [-0.0028, -0.0013, -0.0017], [-0.0018, 0.0083, -0.0052], [0.0130, -0.0033, 0.0027], [-0.0001, -0.0032, -0.0013], [-0.0012, 0.0027, -0.0002], [0.0001, -0.0021, -0.0002], [0.0004, 0.0001, 0.0017]],
  "mulliken_charge": [0.42, -0.51, -1.12, 0.16, -0.61, -0.01, -0.69, 0.02, -0.01, -0.71, -0.60, -0.76, -0.50, 1.04, 0.95, -1.33, 0.21, -0.44, -0.33, -0.79, -0.32, 0.11, 0.40, 0.43, 0.74, 0.45, 0.39, 0.46, 0.40, 0.39, 0.46, 0.49, 0.41, 0.43, 0.45, -0.26, 0.21, -0.23, -0.97, -0.40, -0.20, 0.35, -0.01, -0.22, -1.26, -0.22, -0.18, -1.48, 0.43, 0.14, 0.27, 0.32, 0.32, 0.31, 0.51, 0.17, 0.39, 0.30, 0.32, 0.29, 0.31, 0.44, 0.27],
  "e_tot_ev": -55292.4798,
  "gap_ev": [5.96, 5.96]
}

=====

(4)
{
  "formula": "C5H10N2O2",
  "method": "the ωB97M-V functional and the def2-TZVPD basis",
  "species": ["C", "N", "C", "C", "N", "O", "O", "H", "H", "H", "H", "H", "H", "H", "H", "C", "C", "H", "H"],
  "positions_angstrom": [[0.7248, 1.0453, -1.2440], [0.4223, 0.2700, -0.0827], [1.5185, 0.0244, 0.8057], [-0.6745, 0.7015, 0.6731], [-1.6709, 1.4671, 0.2117], [-2.0144, 1.7294, -0.9295], [-2.6114, 1.9072, 1.2426], [-0.1776, 1.1822, -1.8700], [1.0157, 2.0440, -0.8506], [1.6694, 0.6239, -1.6795], [1.4356, -1.0414, 1.1937], [2.4327, 0.0338, 0.2372], [1.4533, 0.6447, 1.8365], [-0.5290, 0.7819, 1.6680], [-3.5745, 1.3821, 0.8764], [-1.8843, -1.8156, -0.8231], [-1.8838, -1.5843, 0.3696], [-1.9247, -2.1506, -1.7759], [-2.1511, -1.3593, 1.3486]],
  "forces_ev_per_a": [[1.2038, 1.1721, -0.1601], [-1.9071, 0.2281, 1.1560], [-0.3724, -1.5232, 2.9193], [-0.9447, 2.0018, -3.7655], [0.7781, -1.2075, 1.8924], [-0.3188, -0.0752, -1.2577], [-3.0876, -2.8080, -1.8156], [0.9923, -0.3982, 0.0095], [-0.0805, 0.0553, -0.6489], [-1.2775, 0.2573, -0.2552], [0.1134, 1.0141, -0.4080], [0.5283, 0.5458, 0.2732], [0.7917, -0.7661, -2.5625], [-0.0826, -0.2821, 3.1688], [4.1517, 2.3465, 1.4517], [-0.0472, 0.6842, 4.2291], [-0.6395, -0.8020, -2.9152], [0.1073, -0.5912, -2.4189], [0.0913, 0.1482, 1.1077]],
  "mulliken_charge": [-0.98, 0.29, -0.86, -0.67, 0.59, -0.68, -0.53, 0.31, 0.36, 0.28, 0.29, 0.32, 0.25, 0.59, 0.38, -0.26, -0.65, 0.50, 0.46],
  "e_tot_ev": -12414.3516,
  "gap_ev": [8.55, 8.55],
  "smiles": "CN(C)/C=[N+](\\[O-])O.C#C"
}